(1)
A molecular structure, C4H14N4 at a distorted geometry. Source: the Open Molecules 2025 dataset; level of theory: wB97M-V/def2-TZVPD.

HOMO-LUMO gap = 7.970 eV
ΔE to the lowest compared entry with this formula, charge and spin = 2.086 eV
electronic energy = -379.75717 Ha
LUMO = 0.6985 eV

```
! RIJCOSX wB97M-V def2-TZVPD def2/J DEFGRID3
* xyz 0 1
C 0.178 1.829 0.236
C -0.184 3.309 0.115
N -0.896 1.079 1.015
N 1.233 1.551 1.180
H 0.297 1.381 -0.764
H 2.023 1.055 0.782
H -1.122 0.177 0.564
H -1.755 1.603 1.166
H 0.169 1.023 1.819
H -0.393 3.721 1.104
H 0.677 3.852 -0.274
H -1.048 3.477 -0.535
C 1.038 -2.016 0.070
C -0.237 -2.205 -0.703
N -0.265 -3.323 -1.497
N -1.208 -1.384 -0.563
H -1.094 -3.568 -2.011
H 0.432 -4.038 -1.385
H -2.007 -1.605 -1.156
H 1.216 -0.980 0.359
H 1.034 -2.612 0.985
H 1.911 -2.329 -0.508
*
```

---

(2)
2 unconnected molecules or ions with the total composition C5H16N2OS at a distorted geometry. Source: the Open Molecules 2025 dataset; level of theory: wB97M-V/def2-TZVPD.

HOMO-LUMO gap = 8.935 eV
ΔE to the lowest compared entry with this formula, charge and spin = 0.713 eV
electronic energy = -782.99829 Ha
LUMO = 0.7871 eV
SMILES = CN[C@H](CN)CCS.O

```
! RIJCOSX wB97M-V def2-TZVPD def2/J DEFGRID3
* xyz 0 1
C 1.618 -0.351 1.683
N 0.844 -0.562 0.445
C -0.463 0.094 0.415
C -0.715 0.678 -0.974
C 0.360 1.706 -1.352
S 0.047 2.637 -2.855
C -1.600 -0.884 0.785
N -1.789 -0.901 2.217
H 1.104 -0.898 2.459
H 1.463 0.701 1.961
H 2.695 -0.386 1.543
H 0.858 -1.532 0.172
H -0.426 0.840 1.209
H -1.703 1.145 -1.055
H -0.795 -0.117 -1.724
H 0.676 2.274 -0.479
H 1.227 1.105 -1.555
H 0.038 3.857 -2.305
H -1.260 -1.889 0.500
H -2.470 -0.785 0.117
H -2.300 -1.693 2.550
H -2.125 -0.054 2.649
H 1.938 -3.889 1.536
H 0.802 -4.375 2.550
O 1.041 -4.211 1.639
*
```

---

(3)
A molecular structure, C4H6HgO7 at a distorted geometry. Source: the Open Molecules 2025 dataset; level of theory: wB97M-V/def2-TZVPD.

HOMO-LUMO gap (alpha / beta) = 4.622 / 2.666 eV
ΔE to the lowest compared entry with this formula, charge and spin = 2.662 eV
electronic energy = -836.06099 Ha
<S²> = 0.753
LUMO (alpha / beta) = 2.2595 / 0.3046 eV

```
! RIJCOSX wB97M-V def2-TZVPD def2/J DEFGRID3
* xyz -1 2
O -1.321 3.803 0.995
C -0.882 3.069 0.069
O -0.760 3.504 -1.108
O -0.546 1.824 0.386
O -0.177 -1.110 0.525
C 0.350 -2.173 1.117
O 1.527 -2.360 1.318
O -0.636 -2.941 1.568
C 0.741 -0.160 -0.017
C -0.014 0.983 -0.641
Hg -1.430 5.245 -0.395
H -0.261 -3.710 2.017
H 1.347 -0.649 -0.792
H 1.406 0.203 0.777
H -0.834 0.619 -1.275
H 0.681 1.557 -1.264
O 0.083 -3.496 -1.658
H 0.726 -4.208 -1.621
*
```

---

(4)
2 unconnected molecules or ions with the total composition C6H7B at a distorted geometry. Source: the Open Molecules 2025 dataset; level of theory: wB97M-V/def2-TZVPD.

HOMO-LUMO gap = 8.816 eV
ΔE to the lowest compared entry with this formula, charge and spin = 4.229 eV
electronic energy = -257.39937 Ha
LUMO = -0.3433 eV

```
! RIJCOSX wB97M-V def2-TZVPD def2/J DEFGRID3
* xyz 0 1
B -0.999 -0.230 -0.069
C -3.557 -0.166 0.442
C -2.579 0.533 0.037
C -1.501 1.426 -0.252
C -0.347 0.999 0.429
C -0.588 -2.324 -0.427
C 0.949 1.678 0.541
H -1.543 2.193 -1.066
H -0.391 -2.791 0.606
H 0.515 -2.218 -0.674
H -1.382 -2.771 -1.017
H 1.066 2.277 -0.327
H 1.826 0.946 0.509
H 0.995 2.277 1.401
*
```

---

> Which of these has the highest electronic energy?

C6H7B

---

> Which value of ΔE to the lowest compared entry with this formula, charge and spin does entry 4 give?

4.229 eV

---

Please write out number 1 again, unchanged.
A molecular structure, C4H14N4 at a distorted geometry. Source: the Open Molecules 2025 dataset; level of theory: wB97M-V/def2-TZVPD.

HOMO-LUMO gap = 7.970 eV
ΔE to the lowest compared entry with this formula, charge and spin = 2.086 eV
electronic energy = -379.75717 Ha
LUMO = 0.6985 eV

```
! RIJCOSX wB97M-V def2-TZVPD def2/J DEFGRID3
* xyz 0 1
C 0.178 1.829 0.236
C -0.184 3.309 0.115
N -0.896 1.079 1.015
N 1.233 1.551 1.180
H 0.297 1.381 -0.764
H 2.023 1.055 0.782
H -1.122 0.177 0.564
H -1.755 1.603 1.166
H 0.169 1.023 1.819
H -0.393 3.721 1.104
H 0.677 3.852 -0.274
H -1.048 3.477 -0.535
C 1.038 -2.016 0.070
C -0.237 -2.205 -0.703
N -0.265 -3.323 -1.497
N -1.208 -1.384 -0.563
H -1.094 -3.568 -2.011
H 0.432 -4.038 -1.385
H -2.007 -1.605 -1.156
H 1.216 -0.980 0.359
H 1.034 -2.612 0.985
H 1.911 -2.329 -0.508
*
```